Entry 1:
Density functional theory data (the ωB97M-V functional and the def2-TZVPD basis) for a single C13H12BNO2 molecule in a non-equilibrium geometry.

Computed properties:
- SMILES = OB1OCc2ccc(Nc3ccccc3)cc21
- LUMO (eV) = 0.671
- M (g/mol) = 225.06
- frontier orbital gap (Ha) = 0.3101

Last column: natural (NBO) charge in e.
Atoms and positions in Å:
C: 0.2924 -0.9292 2.1032  0.17
N: 0.0603 0.4275 1.6749  -0.64
C: 1.3665 -2.5005 3.6049  -0.20
C: 0.7976 0.2097 -1.9111  -0.19
H: 0.5570 1.8852 -4.3695  0.19
H: 2.0008 -2.6770 4.4458  0.21
O: -2.3928 3.9846 -2.1708  -0.88
C: -0.5820 1.8594 -0.1637  -0.24
C: -0.3559 1.5930 -3.8451  -0.08
H: 1.4864 -0.3386 3.7456  0.21
B: -1.4915 2.9642 -2.5305  1.09
C: 0.1154 0.7621 0.3032  0.24
H: 0.2151 1.1731 2.3454  0.40
H: -0.9159 -1.8369 0.6389  0.22
H: 1.3548 -0.3527 -2.6429  0.21
C: 0.0379 1.2723 -2.4028  -0.04
H: -1.2628 2.3963 0.4838  0.22
C: 0.7730 -3.5625 2.9386  -0.24
H: -2.8412 4.2821 -2.9743  0.49
H: -0.6304 -4.1343 1.4377  0.22
H: -0.8166 0.7020 -4.3108  0.19
C: 1.0794 -1.1916 3.2360  -0.25
C: -0.0529 -3.3321 1.8615  -0.18
H: 0.9444 -4.5881 3.2592  0.21
C: -0.6520 2.1031 -1.5164  -0.37
O: -1.2865 2.6518 -3.8900  -0.68
H: 1.5186 -0.7702 -0.2109  0.22
C: 0.9040 -0.0198 -0.5638  -0.25
C: -0.2233 -2.0329 1.4239  -0.26

Cartesian forces, eV/Å:
0.6800 0.5194 0.3859
0.0413 -1.2181 0.2254
-0.6049 0.3888 -0.1669
0.3407 0.6432 -1.2517
-0.1711 -0.0835 -0.4322
0.3177 -0.1165 0.4019
0.8716 -1.2580 -0.8064
-0.9392 -0.1140 0.3431
1.2329 -1.4605 -0.3083
0.2999 0.1003 0.3811
-1.3382 1.8798 0.5424
0.6072 -0.1668 0.6776
-0.0205 -0.4315 -0.2113
-0.3065 0.0629 -0.7022
0.1979 -0.4742 0.0878
-1.0132 0.0790 0.3516
0.2310 0.0976 0.3121
0.4148 -0.6619 0.3691
-0.0002 0.1532 0.2046
0.0892 -0.1583 -0.3672
0.3681 0.3590 -0.0003
-0.1787 0.0656 -0.8399
0.0738 0.5908 0.2697
0.0373 0.2279 0.0780
0.1473 -0.0712 -2.1741
0.0501 0.1041 2.4064
1.0315 -1.4618 0.7815
-1.6426 1.8110 -0.7155
-0.8173 0.5937 0.1578

***

Entry 2:
Density functional theory data (the ωB97M-V functional and the def2-TZVPD basis) for a gas-phase ion, C5H12NO (charge +2) in a non-equilibrium geometry.

Computed properties:
- <S²> = 0.75
- LUMO (spin up / spin down) (eV) = -9.442 / -14.476
- M (g/mol) = 102.16
- frontier orbital gap (spin up / spin down) (Ha) = 0.4127 / 0.2268
- 2S+1 = 2
- charge = +2

Last column: natural (NBO) charge in e.
Atoms and positions in Å:
C: -0.7894 1.7839 0.3500  -0.15
H: 0.6060 -0.1955 -1.8423  0.25
C: -1.3464 0.3851 0.4498  -0.46
C: 0.2438 -0.9566 -1.1467  -0.27
H: -1.7954 -1.4887 -0.5337  0.27
H: -1.0306 -0.1944 1.3243  0.26
O: 0.5891 1.8595 0.2276  -0.33
H: 1.4434 -0.0395 0.3247  0.44
H: -1.3817 2.2791 -0.4529  0.35
H: 0.3368 -1.8913 -1.7068  0.29
H: -1.0418 2.2753 1.3222  0.38
N: 1.2301 -0.9737 -0.0479  -0.43
H: -2.4032 0.5940 0.6786  0.29
H: -1.7776 -0.1353 -1.6158  0.27
H: 0.6208 -2.5128 1.2075  0.24
C: 1.3896 -1.7828 0.9488  0.20
C: -1.2280 -0.5979 -0.7985  -0.39
H: 2.2948 -1.6599 1.5415  0.25
H: 0.7774 2.8297 0.2607  0.55

Cartesian forces, eV/Å:
0.3335 -3.2275 -0.1361
0.2685 -0.0807 0.1600
-0.6361 -0.0812 0.0053
-0.5211 0.4669 -0.7699
0.0159 0.0059 0.1662
0.4449 0.3545 0.1383
-1.3596 1.3340 0.0925
1.5735 -0.0578 -1.3083
0.3615 1.0527 0.1060
-0.2245 -0.0585 0.2941
-0.2325 0.8366 0.1200
-1.1724 0.7988 1.7536
0.0567 -0.3855 -0.3889
0.4405 -0.1003 -0.3921
0.6575 -0.7621 -0.5642
-0.5196 -0.4411 -0.5537
0.1714 0.2210 1.0968
-0.4264 0.3008 0.4578
0.7682 -0.1765 -0.2774

***

Entry 3:
Density functional theory data (the ωB97M-V functional and the def2-TZVPD basis) for a molecular structure, C35H33NO5SV in a non-equilibrium geometry.

Computed properties:
- <S²> = 3.92
- LUMO (spin up / spin down) (eV) = -0.105 / -0.812
- M (g/mol) = 630.66
- frontier orbital gap (spin up / spin down) (Ha) = 0.2821 / 0.2714
- 2S+1 = 4

Last column: Mulliken charge in e.
Atoms and positions in Å:
H: 0.4732 2.7422 0.5519  0.43
C: 0.4804 2.5832 4.3997  -1.11
C: -0.3430 3.5005 3.7603  -0.59
O: 3.0859 -1.1991 -0.9548  -0.36
H: 6.9544 3.6027 1.8416  0.40
H: 1.9647 1.0663 4.1851  0.42
N: 0.7870 -1.6129 0.4261  0.62
C: 2.3516 -0.5237 1.9454  -1.85
H: -3.7798 1.3658 3.6620  0.42
C: -3.2547 0.4333 3.4862  -1.18
C: -0.9092 -3.2381 -6.3766  -0.43
H: 0.7393 -0.9471 -4.5039  0.45
C: -0.3396 3.5632 2.3727  -0.72
C: 1.2935 1.7834 2.2658  -0.12
H: 0.5061 2.5389 5.4823  0.44
H: 0.4806 -3.3346 -1.5864  0.52
C: 0.2666 -1.7084 2.7379  -0.70
C: 4.6458 1.1758 2.3710  -0.22
H: -2.3137 0.2732 3.9975  0.37
H: -3.4497 1.8334 -3.4304  0.43
H: 6.6259 1.5117 3.1216  0.42
H: 3.1688 -1.0019 1.4017  0.52
C: -0.6754 -1.7279 -2.3294  2.65
C: 5.0133 3.5033 0.9164  -0.98
H: 5.1498 4.4110 0.3411  0.41
H: 4.5392 0.2609 2.9406  0.35
H: -3.8287 -0.4299 3.1691  0.36
C: -4.4780 0.3341 -2.2804  -0.65
C: 6.0262 3.0518 1.7562  -0.45
O: -1.0448 0.4894 -0.0697  -0.56
H: -1.2835 0.6611 -3.3661  0.44
O: 4.2470 -1.8779 -0.9972  -0.66
H: 3.0421 3.1427 0.1530  0.41
O: 1.8495 0.9375 0.0829  -0.62
H: -0.9578 4.2935 1.8621  0.52
H: -1.5257 -2.7658 3.2540  0.47
C: 0.0596 -1.7499 -4.7513  -0.23
C: -1.5708 -3.3671 -4.0655  -0.06
C: 0.4654 2.7047 1.6342  -0.62
C: 3.6254 1.6282 1.5448  -0.30
C: 1.0940 -1.3062 1.6999  -0.12
H: -2.4403 2.6850 -0.1863  0.32
C: -3.3645 0.8881 -2.9082  -0.83
V: 1.6334 -0.5487 -1.0141  1.21
C: -2.9893 2.1355 0.5783  -1.13
H: -3.9147 1.7364 0.1601  0.34
H: 2.5730 -0.5339 3.0081  1.21
H: -1.2494 -3.5981 -1.3461  0.63
C: -1.1349 -2.7996 1.1417  -0.55
C: -0.7050 -2.3246 -3.7446  -0.16
H: -0.9975 -3.5874 -7.3980  0.39
H: -5.4354 0.8394 -2.3162  0.40
C: -0.2830 -2.3826 0.1374  0.78
H: 0.5246 -1.4419 3.7539  0.48
C: 2.2577 0.9375 1.4164  2.74
H: -2.1941 -3.8176 -3.3010  0.27
H: 0.5428 -1.7322 -6.8415  0.41
C: -1.6657 -3.8273 -5.3708  -1.07
C: 1.2987 1.7408 3.6581  0.05
O: 0.4011 -0.8448 -2.1771  -0.54
C: -2.1473 0.2313 -2.8741  -0.34
C: -0.0471 -2.1994 -6.0625  -0.96
S: -1.9424 0.7719 1.1034  0.72
H: -3.2022 2.7644 1.4433  0.49
C: 3.8274 2.7966 0.8137  -0.19
C: -4.3496 -0.8717 -1.6121  -1.02
C: 5.8397 1.8834 2.4754  -1.02
H: -1.9914 -3.4125 0.8945  0.42
H: -0.9667 4.1707 4.3392  0.42
C: -2.0132 -0.9868 -2.2123  -0.15
H: -2.3393 -4.6429 -5.6038  0.41
C: -0.8679 -2.4452 2.4550  -1.07
C: -0.4563 -2.8583 -1.2918  -2.03
H: -5.2051 -1.3126 -1.1133  0.42
C: -3.1237 -1.5332 -1.5877  0.16
H: -3.0531 -2.4817 -1.0678  0.24

Cartesian forces, eV/Å:
-0.0349 -0.0182 0.0458
0.0074 -0.0140 -0.0053
0.0018 -0.0282 -0.0637
3.9839 -2.2983 -0.5279
-0.0155 -0.0079 -0.0133
-0.0067 0.0325 -0.0181
-0.5481 -0.7544 0.6936
-0.2347 0.1983 -0.3418
0.0993 -0.0881 -0.1071
-0.2905 -0.0712 0.6210
-0.0314 -0.0247 0.0263
-0.0052 0.0244 -0.0053
0.0536 -0.0011 0.0530
-0.0491 0.0031 -0.0550
-0.0146 -0.0102 -0.0322
-0.0063 -0.1528 -0.0350
-0.0019 -0.0240 0.0571
0.0163 0.0152 0.0331
-0.0735 0.0428 -0.1166
-0.0077 -0.0194 -0.0011
-0.0215 0.0057 -0.0184
0.0625 -0.0473 0.1127
-0.3122 -0.2732 0.0501
0.0156 -0.0103 0.0325
0.0007 -0.0213 0.0057
0.0016 0.0334 -0.0243
0.1085 0.1332 -0.0465
0.0732 0.0279 0.0102
-0.0452 -0.0347 -0.0211
-0.2161 0.2748 0.3292
-0.0129 -0.0085 0.0232
-0.9159 0.4859 0.1040
0.0184 -0.0061 0.0206
-0.2339 0.2571 0.0481
0.0099 -0.0346 0.0118
0.0028 0.0275 -0.0321
0.0204 -0.0719 -0.0461
0.0288 -0.0261 -0.0355
0.0650 0.1269 -0.0019
0.0525 -0.0499 -0.1560
-0.0366 0.1542 -0.0374
-0.0174 0.0074 0.0529
-0.0160 -0.0527 0.0323
-0.0803 2.6519 1.7745
-0.0620 -0.0159 0.0735
0.0458 0.0576 -0.0062
0.0176 -0.0764 0.0234
0.0254 -0.0773 0.0823
-0.0650 -0.0862 0.1047
0.2179 0.0986 0.0025
0.0172 0.0072 0.0295
0.0173 0.0032 0.0047
0.0597 -0.1466 -0.1649
-0.0057 0.0054 -0.0229
0.0844 -0.0518 0.2506
-0.0027 0.0299 -0.0344
0.0158 -0.0132 0.0326
0.0260 0.0218 0.0483
-0.0499 -0.0116 -0.0104
-2.0514 -0.3851 -2.2642
-0.0245 0.0442 -0.0090
-0.0094 -0.0181 0.0392
0.1919 -0.2916 -0.5784
0.0068 0.0115 -0.0637
0.0139 0.0262 -0.0164
0.0208 -0.0499 0.0153
-0.0209 0.0084 0.0048
0.0270 0.0095 0.0112
0.0118 -0.0143 -0.0117
0.0528 -0.0789 0.0165
0.0088 0.0256 0.0009
0.0130 -0.0289 -0.0305
0.0325 0.5621 0.0871
0.0205 0.0116 -0.0299
-0.0092 0.0196 0.0508
-0.0200 0.0496 -0.0310